[1]
The following is a quantum chemistry calculation of a 3-piece molecular cluster, C6H14O2 overall at a distorted geometry, from the Open Molecules 2025 dataset.

Results
SMILES	C/C=C/C=C/C.O.O
largest force on an atom	4.1	eV/A
E_tot	-387.36190	Eh
E_LUMO	0.635	eV
gap between HOMO and LUMO	0.33287	Ha
HOMO	-8.423	eV
relative energy (zero: lowest compared OMol25 entry of this formula, charge and spin)	91.4	kcal per mole

Structure (ORCA input):
```
! RIJCOSX wB97M-V def2-TZVPD def2/J DEFGRID3
* xyz 0 1
C -2.35 1.11 -1.51
C -2.04 0.29 -0.30
C -0.85 0.01 0.12
C -0.39 -0.74 1.35
C 0.54 -1.65 1.43
C 1.07 -2.16 2.64
H -3.28 1.21 -1.88
H -1.72 0.50 -2.21
H -2.32 2.09 -1.15
H -2.93 -0.17 0.16
H -0.02 0.40 -0.33
H -1.10 -0.56 2.11
H 1.08 -1.98 0.56
H 0.79 -3.16 2.98
H 2.10 -2.30 2.64
H 0.96 -1.54 3.49
O 1.77 -0.61 -2.29
H 2.36 -1.01 -2.90
H 0.86 -0.51 -2.82
O 1.43 3.59 -0.77
H 2.02 4.33 -0.62
H 2.02 2.87 -0.72
*
```

Löwdin population analysis, charges in e, atoms 1 to 4:
1 C -0.0834
2 C -0.1808
3 C -0.1194
4 C -0.0854


[2]
The following is a quantum chemistry calculation of C42H27ClF4GaN6P2 as an isolated structure at a distorted geometry, from the Open Molecules 2025 dataset.

Results
largest force on an atom	7.0	eV/A
E_tot	-5411.33962	Eh
E_LUMO (spin up / spin down)	-11.308 / -10.416	eV
gap between HOMO and LUMO (spin up / spin down)	0.18700 / 0.23515	Ha
HOMO (spin up / spin down)	-16.397 / -16.814	eV
relative energy (zero: lowest compared OMol25 entry of this formula, charge and spin)	0.0	kcal per mole

Structure (ORCA input):
```
! RIJCOSX wB97M-V def2-TZVPD def2/J DEFGRID3
* xyz 3 1
Ga -0.67 -1.38 -0.76
C -0.02 1.39 2.49
N -0.19 0.48 1.39
P 0.04 -1.22 1.63
C 1.70 -1.67 2.10
C 1.85 -3.06 2.28
C 3.07 -3.60 2.62
C 4.17 -2.76 2.79
C 4.03 -1.38 2.61
C 2.82 -0.82 2.25
C -1.07 -1.73 2.95
C -0.62 -1.76 4.28
C -1.51 -2.08 5.30
C -2.84 -2.38 5.01
C -3.28 -2.36 3.69
C -2.41 -2.05 2.65
P -1.00 0.96 -0.06
C -2.70 1.38 0.29
C -3.43 2.05 -0.71
C -4.79 2.26 -0.56
C -5.44 1.82 0.60
C -4.72 1.16 1.59
C -3.36 0.93 1.44
C -0.20 2.38 -0.81
C 0.13 3.54 -0.09
C 0.70 4.62 -0.76
C 0.87 4.59 -2.14
C 0.52 3.45 -2.86
C 0.01 2.34 -2.20
H 0.18 0.83 3.42
H -0.93 2.01 2.64
H 0.84 2.07 2.31
H 0.97 -3.70 2.14
H 3.17 -4.68 2.75
H 5.14 -3.18 3.07
H 4.91 -0.73 2.73
H 2.72 0.26 2.11
H 0.43 -1.55 4.51
H -1.15 -2.08 6.33
H -3.54 -2.63 5.81
H -4.32 -2.60 3.44
H -2.76 -2.03 1.62
H -2.89 2.41 -1.60
H -5.35 2.77 -1.34
H -6.51 1.99 0.72
H -5.22 0.83 2.51
H -2.80 0.41 2.21
H -0.05 3.59 0.99
H 1.01 5.49 -0.19
H 1.27 5.46 -2.66
H 0.65 3.42 -3.94
H -0.25 1.44 -2.75
F 1.72 -0.11 -1.18
C 2.77 0.34 -1.96
C 3.33 1.53 -1.64
F 2.82 2.20 -0.57
C 4.41 2.08 -2.37
C 4.91 1.28 -3.41
C 4.35 0.07 -3.73
F 4.88 -0.65 -4.75
C 3.24 -0.44 -3.03
C 2.59 -1.67 -3.40
C 1.45 -2.03 -2.77
N 0.42 -2.29 -2.19
C 3.05 -2.53 -4.39
N 3.39 -3.32 -5.22
F 5.96 1.73 -4.14
C 4.94 3.37 -2.07
C 4.37 4.19 -1.12
N 3.86 4.93 -0.34
C 6.01 3.94 -2.74
N 6.92 4.50 -3.27
Cl -4.59 -5.46 -0.49
C -4.08 -3.98 -1.20
C -4.89 -3.33 -2.13
C -4.45 -2.11 -2.66
C -3.25 -1.58 -2.24
N -2.46 -2.23 -1.35
C -2.86 -3.42 -0.84
H -5.83 -3.79 -2.43
H -5.05 -1.57 -3.40
H -2.89 -0.62 -2.62
H -2.20 -3.93 -0.15
*
```

Löwdin population analysis, charges in e, atoms 1 to 4:
1 Ga 0.5991
2 C -0.1267
3 N -0.4705
4 P 0.9714


What is the formula in the second record? C42H27ClF4GaN6P2


The lowest E_tot belongs to which entry? C42H27ClF4GaN6P2


Repeat the first record exactly.
The following is a quantum chemistry calculation of a 3-piece molecular cluster, C6H14O2 overall at a distorted geometry, from the Open Molecules 2025 dataset.

Results
SMILES	C/C=C/C=C/C.O.O
largest force on an atom	4.1	eV/A
E_tot	-387.36190	Eh
E_LUMO	0.635	eV
gap between HOMO and LUMO	0.33287	Ha
HOMO	-8.423	eV
relative energy (zero: lowest compared OMol25 entry of this formula, charge and spin)	91.4	kcal per mole

Structure (ORCA input):
```
! RIJCOSX wB97M-V def2-TZVPD def2/J DEFGRID3
* xyz 0 1
C -2.35 1.11 -1.51
C -2.04 0.29 -0.30
C -0.85 0.01 0.12
C -0.39 -0.74 1.35
C 0.54 -1.65 1.43
C 1.07 -2.16 2.64
H -3.28 1.21 -1.88
H -1.72 0.50 -2.21
H -2.32 2.09 -1.15
H -2.93 -0.17 0.16
H -0.02 0.40 -0.33
H -1.10 -0.56 2.11
H 1.08 -1.98 0.56
H 0.79 -3.16 2.98
H 2.10 -2.30 2.64
H 0.96 -1.54 3.49
O 1.77 -0.61 -2.29
H 2.36 -1.01 -2.90
H 0.86 -0.51 -2.82
O 1.43 3.59 -0.77
H 2.02 4.33 -0.62
H 2.02 2.87 -0.72
*
```

Löwdin population analysis, charges in e, atoms 1 to 4:
1 C -0.0834
2 C -0.1808
3 C -0.1194
4 C -0.0854


Which value of relative energy (zero: lowest compared OMol25 entry of this formula, charge and spin) does entry 1 give? 91.4 kcal per mole